[1]
Density functional theory data (ωB97M-V/def2-TZVPD) for C29H21Cl5IMnN2O3PS as an isolated structure.

Properties
Expectation value of S² = 8.759
E_tot = -5942.2480 hartree
Charge = -2
Largest force on an atom = 0.37 eV/Å
Multiplicity = 6

Last column: natural (NBO) charge in e.
Geometry (Å):
H (-3.368, 0.416, -4.710)  0.215
C (-1.001, 6.795, -1.489)  -0.202
C (-0.735, 4.705, -0.298)  0.413
Cl (4.107, -1.782, -5.562)  -0.001
H (-2.840, -2.776, 4.681)  0.201
C (2.790, -1.422, -4.494)  -0.097
C (-3.899, -0.087, -3.920)  -0.073
H (-1.783, -4.884, 5.443)  0.191
Cl (2.251, 0.673, -1.158)  -0.002
H (3.637, -1.380, 0.725)  0.230
H (-0.453, 6.639, 0.581)  0.187
C (-5.262, -0.395, -3.809)  -0.322
C (4.012, -1.234, 4.553)  -0.231
C (-0.011, -4.583, 4.262)  -0.224
H (-1.643, 4.133, -3.473)  0.240
H (1.618, -4.030, 2.991)  0.206
O (-0.458, 4.046, 0.858)  -0.639
O (-0.500, 1.803, -0.675)  -0.754
C (3.740, -1.343, 1.803)  -0.244
Mn (-1.190, -0.187, -1.481)  1.350
H (0.449, 0.355, 3.234)  0.197
C (-1.337, 6.100, -2.641)  -0.276
H (-0.969, 7.879, -1.487)  0.194
H (-0.293, 4.701, 1.544)  0.460
C (2.979, -0.603, -3.389)  -0.134
C (5.144, -1.159, 3.749)  -0.240
H (6.126, -1.061, 4.197)  0.194
H (-1.687, -1.322, 3.062)  0.258
H (4.109, -1.193, 5.633)  0.195
Cl (4.564, 0.038, -3.084)  -0.003
H (1.880, -1.415, 4.619)  0.216
C (0.069, -2.543, 2.954)  -0.214
C (-1.370, 4.714, -2.602)  -0.140
C (1.897, -0.319, -2.552)  0.040
H (0.975, 0.903, 1.612)  0.247
C (-1.263, -4.231, 4.751)  -0.243
C (2.595, -1.416, 2.595)  -0.204
N (-4.176, -1.079, -2.048)  -0.338
H (-1.572, 6.629, -3.556)  0.198
C (0.641, -3.746, 3.369)  -0.250
C (0.490, -1.643, -3.850)  0.041
I (-6.766, 0.020, -5.158)  0.079
C (-1.194, -2.209, 3.436)  -0.220
P (0.951, -1.510, 1.713)  0.837
H (5.876, -1.150, 1.731)  0.201
Cl (1.300, -3.022, -6.075)  -0.002
C (2.755, -1.356, 3.980)  -0.244
H (-0.653, 0.282, 1.804)  0.288
C (1.532, -1.963, -4.720)  -0.136
C (-1.850, -3.046, 4.331)  -0.218
S (-2.351, -1.219, 0.248)  -1.385
C (0.373, 0.177, 2.158)  -0.957
Cl (-1.045, -2.429, -4.159)  -0.011
C (-1.066, 3.989, -1.454)  -0.216
C (5.003, -1.211, 2.371)  -0.213
H (-6.264, -1.426, -2.084)  0.210
C (0.597, -0.788, -2.753)  -0.541
H (0.454, -5.513, 4.570)  0.191
H (-3.738, -1.327, -1.060)  0.436
C (-1.098, 2.473, -1.550)  0.741
C (-5.397, -1.031, -2.585)  -0.082
O (-1.706, 1.970, -2.523)  -0.756
N (-3.267, -0.510, -2.834)  -0.303
C (-0.708, 6.100, -0.327)  -0.341

Forces on the atoms, in the same order (eV/Å):
-0.0044 0.0233 0.0103
-0.0049 0.0093 -0.0142
0.0088 0.0024 0.0206
0.0077 0.0013 -0.0009
0.0052 0.0019 -0.0023
0.0096 -0.0237 -0.0298
-0.0078 -0.0198 0.0494
0.0037 0.0036 -0.0018
-0.0699 0.0048 0.0324
-0.0138 -0.0023 -0.0035
0.0001 0.0012 -0.0006
0.0796 -0.0829 0.0605
-0.0087 0.0058 0.0128
-0.0058 0.0225 -0.0193
0.0065 -0.0049 0.0051
-0.0051 -0.0025 0.0004
-0.0014 0.0096 -0.0038
-0.1442 0.0801 -0.0450
0.0031 0.0003 -0.0032
-0.1568 0.1254 -0.0745
-0.0173 0.0262 -0.0105
0.0061 -0.0170 0.0320
0.0006 -0.0004 0.0018
0.0030 0.0015 0.0041
-0.0074 0.0167 0.0393
-0.0162 -0.0048 -0.0251
-0.0019 -0.0003 0.0000
-0.0330 0.0214 -0.0140
0.0028 0.0001 -0.0053
0.0022 0.0068 0.0159
-0.0050 0.0015 -0.0104
0.0082 0.0360 0.0177
-0.0171 0.0077 -0.0207
0.0006 -0.0041 -0.0292
0.0185 -0.0040 -0.0042
-0.0068 -0.0079 0.0193
0.0194 0.0134 -0.1064
0.0455 0.0404 -0.0364
-0.0016 0.0020 -0.0005
0.0155 -0.0415 0.0169
-0.0947 -0.0682 0.0355
-0.0874 0.0183 -0.0885
0.0103 -0.0185 -0.0495
0.1009 0.0153 0.0709
-0.0029 -0.0008 0.0026
-0.0082 -0.0085 -0.0183
-0.0097 -0.0004 0.0156
-0.0373 0.0042 -0.0091
-0.0250 0.0194 0.0188
-0.0064 -0.0016 -0.0130
-0.0037 -0.1696 0.1657
-0.0711 -0.0744 -0.0161
-0.0125 0.0775 0.0358
0.0131 0.0027 -0.0747
0.0050 0.0066 0.0150
-0.0010 0.0008 0.0041
0.3216 -0.1392 -0.1178
0.0019 0.0022 0.0020
0.0408 -0.0014 0.0983
0.0907 -0.0458 0.1256
0.0197 0.0237 -0.0039
0.0367 0.0090 -0.0295
0.0007 0.1046 -0.0587
0.0007 -0.0050 0.0121

[2]
Density functional theory data (ωB97M-V/def2-TZVPD) for a 2-piece molecular cluster, C4H12S overall at a distorted geometry.

Properties
E_tot = -557.7565 hartree
Charge = 0
SMILES string = CSC.CC
Largest force on an atom = 1.79 eV/Å
Multiplicity = 1

Last column: natural (NBO) charge in e.
Geometry (Å):
S (-1.647, 0.500, -1.876)  0.193
C (-1.287, -0.242, -0.306)  -0.773
H (3.254, -0.077, 2.009)  0.205
C (1.754, 1.393, 1.542)  -0.607
H (1.971, 2.024, 2.408)  0.203
H (-0.402, 0.186, 0.177)  0.226
H (1.737, -0.358, 2.884)  0.203
H (-3.335, -0.885, -2.946)  0.215
H (-1.172, -1.325, -0.317)  0.221
H (-2.019, -0.066, 0.480)  0.211
C (-2.253, -0.919, -2.832)  -0.736
H (0.747, 1.573, 1.216)  0.199
C (2.164, -0.034, 1.942)  -0.606
H (-1.969, -1.865, -2.381)  0.219
H (1.896, -0.731, 1.139)  0.199
H (2.351, 1.683, 0.672)  0.204
H (-1.790, -0.860, -3.811)  0.224

Forces on the atoms, in the same order (eV/Å):
0.0712 -0.0198 -0.3549
0.1704 -0.2443 1.7606
-0.0849 0.0135 0.2001
1.1052 -0.1839 0.3106
-0.0415 0.3605 -0.4097
0.2163 -0.0915 -0.6726
-0.1210 -0.0732 0.0599
0.0048 -0.0316 0.0442
0.2044 0.0211 -0.4397
-0.6547 0.1236 -0.2874
-0.1184 0.1949 -0.0693
-0.7095 -0.3207 0.2555
-0.1993 0.1182 -0.9898
0.0914 0.0205 0.1355
-0.0806 -0.0938 0.3047
0.1696 0.2399 0.3022
-0.0236 -0.0333 -0.1497